No. 1
{
  "formula": "C21H49BClO9S6",
  "method": "ωB97M-V/def2-TZVPD",
  "elements": ["C", "C", "C", "C", "C", "B", "O", "C", "C", "C", "C", "C", "C", "S", "O", "O", "Cl", "O", "H", "H", "H", "H", "H", "H", "H", "H", "H", "H", "H", "H", "H", "H", "H", "H", "H", "H", "H", "C", "S", "O", "C", "H", "H", "H", "H", "H", "H", "C", "S", "O", "C", "H", "H", "H", "H", "H", "H", "C", "S", "O", "C", "H", "H", "H", "H", "H", "H", "C", "S", "O", "C", "H", "H", "H", "H", "H", "H", "C", "S", "O", "C", "H", "H", "H", "H", "H", "H"],
  "positions_angstrom": [[4.972, -3.445, 0.566], [4.293, -2.427, 0.053], [3.378, -1.155, -0.420], [4.334, 0.142, -0.460], [3.586, 1.527, -0.824], [2.211, 1.812, 0.027], [2.436, 1.818, 1.491], [1.057, 1.963, 1.998], [0.561, 3.133, 0.956], [-1.028, 2.866, 0.754], [-1.383, 1.902, -0.497], [-1.974, 0.450, -0.031], [-2.490, -0.469, -1.269], [-3.986, -1.532, -0.836], [-4.192, -2.621, -1.878], [-5.279, -0.753, -0.733], [-3.745, -2.523, 1.008], [1.445, 3.055, -0.196], [5.305, -4.463, 1.012], [2.519, -1.105, 0.340], [2.994, -1.452, -1.480], [4.973, 0.300, 0.490], [5.105, -0.048, -1.319], [4.329, 2.388, -0.537], [3.452, 1.634, -1.980], [1.517, 0.889, -0.297], [0.647, 0.893, 1.773], [1.064, 2.297, 3.116], [0.639, 4.204, 1.404], [-1.486, 2.381, 1.713], [-1.560, 3.887, 0.566], [-0.513, 1.787, -1.239], [-2.245, 2.413, -1.096], [-1.147, -0.123, 0.538], [-2.849, 0.577, 0.721], [-2.711, 0.155, -2.230], [-1.667, -1.235, -1.582], [6.714, -8.042, -1.603], [5.808, -6.630, -0.931], [6.565, -6.141, 0.264], [4.396, -7.579, -0.326], [7.662, -7.684, -2.006], [6.909, -8.772, -0.814], [6.132, -8.502, -2.404], [4.732, -8.336, 0.386], [3.887, -8.053, -1.167], [3.708, -6.891, 0.171], [-5.241, 4.659, -1.449], [-3.783, 4.756, -2.509], [-2.588, 4.523, -1.643], [-3.893, 6.533, -2.821], [-5.347, 3.631, -1.102], [-5.123, 5.322, -0.588], [-6.127, 4.939, -2.020], [-3.859, 7.080, -1.877], [-4.822, 6.753, -3.350], [-3.045, 6.828, -3.442], [0.295, -4.011, 1.019], [1.446, -5.397, 1.141], [2.288, -5.390, -0.094], [0.202, -6.694, 0.941], [0.865, -3.082, 1.082], [-0.235, -4.047, 0.065], [-0.417, -4.053, 1.846], [-0.322, -6.565, -0.008], [-0.507, -6.650, 1.770], [0.706, -7.662, 0.948], [5.414, 3.777, 5.637], [3.988, 4.726, 5.064], [2.837, 4.393, 5.961], [3.758, 3.811, 3.523], [5.711, 4.156, 6.616], [5.150, 2.721, 5.723], [6.242, 3.901, 4.936], [3.597, 2.754, 3.738], [4.639, 3.936, 2.891], [2.885, 4.213, 3.008], [-9.059, 2.791, -2.044], [-7.467, 1.940, -2.129], [-6.573, 2.745, -3.017], [-8.058, 0.531, -3.093], [-8.919, 3.732, -1.510], [-9.426, 2.998, -3.052], [-9.776, 2.172, -1.502], [-8.487, 0.878, -4.035], [-8.807, -0.016, -2.517], [-7.212, -0.126, -3.300]],
  "lowdin_charge": [0.03, -0.11, -0.20, -0.24, -0.14, -0.86, -0.12, -0.14, -0.27, -0.13, -0.18, -0.23, -0.24, 0.44, -0.43, -0.43, 0.30, -0.04, 0.02, 0.09, 0.12, 0.11, 0.11, 0.10, 0.10, 0.09, 0.12, 0.13, 0.14, 0.11, 0.10, 0.12, 0.08, 0.10, 0.11, 0.14, 0.12, -0.28, 0.81, -0.57, -0.27, 0.05, 0.05, 0.05, 0.06, 0.06, 0.00, -0.29, 0.83, -0.55, -0.27, 0.03, 0.06, 0.04, 0.05, 0.05, 0.05, -0.26, 0.81, -0.56, -0.27, 0.05, 0.06, 0.05, 0.06, 0.05, 0.04, -0.29, 0.79, -0.57, -0.27, 0.04, 0.06, 0.05, 0.06, 0.06, 0.05, -0.27, 0.81, -0.56, -0.26, 0.05, 0.06, 0.05, 0.06, 0.05, 0.05],
  "e_lumo_ev": 1.07,
  "max_force_ev_per_a": 6.86,
  "e_tot_ev": -119201.25606,
  "spin_multiplicity": 1,
  "homo_lumo_gap_ev": 5.5,
  "e_above_lowest_kcal_mol": 97.5,
  "total_charge": -1
}

***

No. 2
{
  "formula": "C21H49BrClOP",
  "method": "ωB97M-V/def2-TZVPD",
  "elements": ["C", "C", "C", "C", "C", "C", "P", "C", "Cl", "Br", "C", "O", "C", "H", "H", "H", "H", "H", "H", "H", "H", "H", "H", "H", "H", "H", "H", "H", "H", "H", "H", "H", "H", "H", "C", "C", "C", "C", "C", "C", "H", "H", "H", "H", "H", "H", "H", "H", "H", "H", "H", "H", "H", "H", "C", "C", "C", "C", "C", "C", "H", "H", "H", "H", "H", "H", "H", "H", "H", "H", "H", "H", "H", "H"],
  "positions_angstrom": [[6.822, -2.867, -1.189], [6.823, -1.933, -2.401], [6.722, -0.447, -2.043], [5.478, -0.092, -1.214], [4.850, 1.238, -1.625], [3.461, 1.499, -1.019], [2.129, 0.502, -1.785], [2.506, -0.909, -2.858], [2.176, 1.824, -3.570], [2.038, -0.946, 0.199], [0.346, 0.966, -1.473], [-0.474, 1.009, -2.583], [-1.084, -0.220, -2.930], [6.065, -2.575, -0.454], [7.796, -2.852, -0.686], [6.616, -3.903, -1.478], [5.992, -2.192, -3.075], [7.743, -2.095, -2.975], [6.701, 0.139, -2.974], [7.637, -0.143, -1.514], [4.736, -0.901, -1.298], [5.727, -0.045, -0.145], [5.492, 2.065, -1.290], [4.798, 1.316, -2.716], [3.152, 2.534, -1.190], [3.472, 1.292, 0.055], [3.378, -0.647, -3.463], [2.676, -1.817, -2.285], [1.650, -1.017, -3.532], [-0.024, 0.261, -0.723], [0.409, 1.968, -1.030], [-0.795, -0.502, -3.948], [-0.794, -1.020, -2.237], [-2.170, -0.092, -2.894], [-7.783, -1.297, -1.566], [-7.118, -0.987, -0.229], [-6.021, 0.073, -0.324], [-4.851, -0.298, -1.237], [-4.144, -1.602, -0.872], [-3.516, -1.587, 0.518], [-7.072, -1.705, -2.286], [-8.584, -2.028, -1.449], [-8.217, -0.395, -2.002], [-6.709, -1.908, 0.197], [-7.875, -0.640, 0.479], [-5.647, 0.289, 0.681], [-6.461, 1.007, -0.687], [-4.121, 0.519, -1.210], [-5.198, -0.357, -2.273], [-3.359, -1.790, -1.610], [-4.836, -2.445, -0.953], [-2.801, -0.766, 0.610], [-2.983, -2.516, 0.722], [-4.266, -1.462, 1.300], [-1.754, 2.427, 1.948], [-0.827, 1.269, 2.304], [-1.194, 0.566, 3.608], [-1.141, 1.456, 4.851], [0.209, 2.130, 5.093], [1.357, 1.145, 5.288], [-1.720, 3.217, 2.700], [-1.480, 2.877, 0.992], [-2.791, 2.089, 1.871], [0.206, 1.628, 2.352], [-0.842, 0.528, 1.500], [-0.530, -0.292, 3.743], [-2.204, 0.153, 3.516], [-1.393, 0.846, 5.725], [-1.916, 2.224, 4.788], [0.126, 2.769, 5.976], [0.443, 2.800, 4.260], [1.155, 0.474, 6.126], [2.293, 1.665, 5.495], [1.515, 0.528, 4.401]],
  "lowdin_charge": [-0.11, -0.27, -0.22, -0.24, -0.26, -0.41, 0.46, -0.30, 0.27, 0.25, -0.44, -0.25, -0.09, 0.06, 0.07, 0.07, 0.10, 0.10, 0.11, 0.11, 0.07, 0.12, 0.12, 0.08, 0.07, 0.04, 0.04, 0.01, 0.04, 0.01, 0.11, 0.09, 0.09, 0.08, -0.11, -0.27, -0.23, -0.23, -0.27, -0.10, 0.06, 0.07, 0.08, 0.10, 0.10, 0.10, 0.11, 0.10, 0.10, 0.09, 0.10, 0.06, 0.07, 0.07, -0.10, -0.28, -0.22, -0.23, -0.27, -0.11, 0.07, 0.06, 0.07, 0.10, 0.07, 0.10, 0.11, 0.11, 0.10, 0.10, 0.10, 0.08, 0.07, 0.06],
  "e_lumo_ev": 0.64,
  "max_force_ev_per_a": 0.45,
  "e_tot_ev": -116474.58028,
  "spin_multiplicity": 1,
  "homo_lumo_gap_ev": 10.3,
  "total_charge": 0,
  "smiles": "CCCCCCP(C)(Cl)(Br)COC.CCCCCC.CCCCCC"
}

***

No. 3
{
  "formula": "C21H49CrN2O17S4",
  "method": "ωB97M-V/def2-TZVPD",
  "elements": ["Cr", "O", "C", "O", "O", "H", "O", "C", "O", "O", "H", "O", "C", "O", "O", "H", "C", "S", "O", "C", "H", "H", "H", "H", "H", "H", "C", "S", "O", "C", "H", "H", "H", "H", "H", "H", "C", "S", "O", "C", "H", "H", "H", "H", "H", "H", "C", "S", "O", "C", "H", "H", "H", "H", "H", "H", "C", "O", "N", "C", "C", "H", "H", "H", "H", "H", "H", "H", "C", "O", "N", "C", "C", "H", "H", "H", "H", "H", "H", "H", "O", "C", "O", "C", "C", "C", "H", "H", "H", "H", "H", "H", "H", "H"],
  "positions_angstrom": [[-1.893, -2.485, 1.509], [-5.064, -2.908, -0.827], [-3.959, -2.677, -0.172], [-2.935, -3.346, -0.259], [-3.770, -1.823, 0.707], [-4.837, -3.562, -1.491], [0.853, -5.142, 2.745], [-0.067, -4.291, 2.402], [-0.933, -4.427, 1.537], [-0.215, -3.122, 2.793], [1.170, -4.814, 3.590], [0.602, 0.188, 0.106], [-0.265, -0.642, 0.529], [-0.486, -1.758, 0.006], [-0.905, -0.519, 1.544], [1.138, -0.387, -0.445], [2.010, -4.533, -0.754], [3.239, -3.417, -1.600], [4.270, -3.045, -0.537], [3.987, -4.905, -2.407], [1.554, -5.107, -1.560], [1.300, -3.850, -0.288], [2.495, -5.199, -0.041], [4.899, -4.554, -2.890], [3.355, -5.276, -3.214], [4.285, -5.666, -1.685], [-1.499, -0.533, 5.680], [-2.821, -0.432, 4.404], [-2.604, -1.533, 3.342], [-4.335, -1.035, 5.317], [-0.465, -0.275, 5.451], [-1.450, -1.532, 6.112], [-1.854, 0.089, 6.502], [-5.216, -1.015, 4.675], [-4.522, -0.332, 6.129], [-4.407, -2.091, 5.577], [-0.466, -3.314, -3.193], [0.346, -2.196, -4.348], [-0.881, -1.813, -5.130], [0.628, -0.789, -3.129], [0.071, -3.559, -2.277], [-0.779, -4.166, -3.797], [-1.343, -2.783, -2.823], [1.418, -1.167, -2.480], [-0.234, -0.600, -2.489], [1.017, 0.153, -3.515], [-2.449, 4.703, 1.313], [-0.639, 4.767, 1.527], [-0.391, 4.826, 3.089], [-0.184, 3.052, 0.780], [-3.009, 3.870, 1.738], [-2.677, 4.639, 0.249], [-3.080, 5.558, 1.555], [0.844, 2.965, 1.131], [-0.070, 3.014, -0.304], [-0.707, 2.243, 1.290], [6.219, -0.506, 1.085], [7.336, -0.508, 1.685], [5.137, 0.094, 1.450], [3.940, 0.080, 0.597], [5.020, 0.651, 2.721], [6.098, -1.040, 0.130], [4.053, -0.063, -0.478], [3.294, 0.958, 0.608], [3.265, -0.740, 0.841], [5.983, 1.032, 3.061], [4.531, 1.613, 2.569], [4.544, 0.209, 3.596], [2.890, 3.143, -4.312], [2.098, 2.240, -4.696], [3.204, 3.369, -3.036], [3.753, 4.657, -2.649], [2.825, 2.430, -1.976], [3.458, 3.780, -5.007], [4.816, 4.501, -2.470], [3.370, 4.994, -1.686], [3.690, 5.532, -3.297], [1.985, 2.667, -1.323], [2.539, 1.441, -2.333], [3.716, 2.245, -1.375], [-5.792, 1.853, -2.556], [-5.704, 2.603, -1.567], [-4.919, 2.474, -0.425], [-3.877, 1.554, -0.188], [-2.763, 1.766, -1.265], [-6.694, 3.706, -1.342], [-4.240, 0.527, -0.167], [-3.450, 1.763, 0.793], [-1.789, 1.353, -1.004], [-2.686, 2.848, -1.373], [-3.003, 1.398, -2.263], [-7.521, 3.309, -1.931], [-6.285, 4.644, -1.717], [-7.114, 3.974, -0.373]],
  "mulliken_spin": [3.02, 0.01, -0.01, 0.06, -0.03, 0.00, 0.00, 0.01, -0.02, -0.06, 0.00, 0.00, 0.03, 0.00, -0.03, 0.00, 0.00, 0.00, 0.00, 0.00, 0.00, 0.00, 0.00, 0.00, 0.00, 0.00, 0.00, 0.00, 0.02, 0.00, 0.00, 0.00, 0.00, 0.00, 0.00, 0.00, 0.00, 0.00, 0.00, 0.00, 0.00, 0.00, 0.00, 0.00, 0.00, 0.00, 0.04, 0.18, 0.71, 0.06, 0.00, 0.00, 0.00, 0.00, 0.00, 0.00, 0.00, 0.00, 0.00, 0.00, 0.00, 0.00, 0.00, 0.00, 0.00, 0.00, 0.00, 0.00, 0.00, 0.00, 0.00, 0.00, 0.00, 0.00, 0.00, 0.00, 0.00, 0.00, 0.00, 0.00, 0.00, 0.00, 0.00, 0.00, 0.00, 0.00, 0.00, 0.00, 0.00, 0.00, 0.00, 0.00, 0.00, 0.00],
  "e_lumo_ev": [-4.06, -8.38],
  "max_force_ev_per_a": 6.27,
  "e_tot_ev": -132107.76231,
  "spin_multiplicity": 5,
  "homo_lumo_gap_ev": [6.4, 2.1],
  "s_squared": 6.067,
  "total_charge": 1
}